Molecular formula: C51H54As2CoFN3O3P2S2
Method: DFT, ωB97M-V/def2-TZVPD

Computed properties:
Spin multiplicity   2
ΔE to the lowest compared entry with this formula, charge and spin   11.0 kcal per mole
Expectation value of S²   1.013

The geometry in XYZ format:
```
119
Properties=species:S:1:pos:R:3:forces:R:3
Co -1.182 -2.146 0.113 -0.9 -0.6 0.1
S -2.634 -3.147 1.761 0.0 0.0 -0.4
P -1.414 -1.857 2.698 0.9 0.6 -0.4
C -0.865 -0.761 1.499 -0.8 0.2 0.9
P -1.321 0.865 1.207 0.9 -0.6 0.1
S -2.090 1.302 -0.568 -0.2 0.2 -0.2
C 0.225 1.881 1.395 -0.1 0.2 -0.3
C 0.220 3.234 1.044 0.1 -0.1 0.0
C 1.376 3.998 1.153 -0.1 -0.1 -0.1
C 2.559 3.409 1.592 0.1 0.0 0.0
C 2.576 2.063 1.932 0.0 0.0 -0.1
C 1.410 1.307 1.837 0.0 0.0 0.1
C -2.342 1.627 2.513 0.0 0.0 0.0
C -1.792 2.345 3.571 -0.1 0.0 0.0
C -2.617 2.903 4.539 0.0 0.0 0.0
C -3.990 2.730 4.465 0.0 0.0 0.0
C -4.543 2.013 3.410 0.0 0.0 0.0
C -3.723 1.475 2.430 0.0 0.0 0.1
C -2.091 -1.329 4.312 -0.2 0.1 -0.1
C -3.407 -1.618 4.651 0.1 0.0 0.0
C -3.909 -1.233 5.889 0.0 0.0 0.0
C -3.098 -0.551 6.784 0.0 0.0 0.0
C -1.780 -0.262 6.449 0.1 0.0 -0.1
C -1.277 -0.648 5.216 -0.1 0.0 0.0
C 0.061 -2.789 3.274 -0.3 -0.2 0.2
C -0.074 -3.723 4.303 0.1 0.0 -0.1
C 1.002 -4.509 4.689 -0.1 0.1 0.0
C 2.226 -4.372 4.046 0.1 0.0 0.0
C 2.365 -3.449 3.021 0.0 0.0 0.0
C 1.286 -2.658 2.642 0.1 0.0 0.1
H -0.702 3.673 0.682 0.0 0.0 0.0
H 1.353 5.052 0.893 0.0 0.0 0.0
H 3.465 4.004 1.689 -0.1 0.0 0.0
H 3.494 1.601 2.278 0.0 0.0 0.0
H 1.399 0.257 2.113 0.0 0.0 0.0
H -0.718 2.479 3.628 0.0 0.0 0.1
H -2.188 3.467 5.360 0.0 0.0 0.0
H -4.634 3.159 5.224 0.0 0.0 0.0
H -5.616 1.874 3.352 0.0 0.0 0.0
H -4.145 0.951 1.581 0.0 0.0 0.1
H -4.017 -2.166 3.942 0.0 0.1 0.0
H -4.933 -1.466 6.155 0.0 0.0 0.0
H -3.489 -0.244 7.748 0.0 0.0 0.0
H -1.144 0.264 7.151 0.0 0.0 0.0
H -0.246 -0.439 4.952 0.0 0.0 0.0
H -1.037 -3.838 4.789 0.0 0.0 0.0
H 0.885 -5.236 5.483 0.0 0.0 0.0
H 3.066 -4.992 4.337 0.0 0.0 0.0
H 3.311 -3.355 2.497 0.0 0.0 0.0
H 1.383 -1.941 1.839 0.0 0.0 -0.1
C -2.985 -4.403 -3.107 0.1 0.0 0.1
As -2.169 -2.802 -2.302 -0.3 -0.1 -0.1
C -0.655 -2.827 -3.549 0.1 0.0 0.1
C -3.279 -1.431 -3.171 -0.3 0.1 0.1
C -2.732 -0.606 -4.148 0.1 0.0 0.0
C -3.486 0.380 -4.768 -0.1 0.0 0.0
C -4.815 0.548 -4.420 0.0 0.0 0.0
C -5.370 -0.257 -3.436 0.0 0.0 0.1
C -4.621 -1.231 -2.783 0.3 0.0 -0.2
As -5.403 -2.275 -1.311 0.0 -0.1 0.0
C -7.306 -2.096 -1.798 0.1 0.0 0.0
C -5.377 -0.855 0.028 0.1 0.1 0.0
H -3.256 -4.188 -4.140 0.0 0.0 0.0
H -3.861 -4.728 -2.555 0.0 0.0 0.1
H -2.234 -5.192 -3.083 0.0 0.0 0.0
H -1.007 -3.040 -4.558 0.0 0.0 0.0
H 0.015 -3.626 -3.229 0.0 0.0 0.0
H -0.102 -1.891 -3.543 0.0 0.0 0.0
H -1.696 -0.727 -4.438 0.0 0.0 0.0
H -3.036 1.013 -5.522 0.0 0.0 0.0
H -5.413 1.314 -4.897 0.0 0.0 0.0
H -6.407 -0.104 -3.158 0.0 0.0 0.0
H -7.670 -1.080 -1.645 0.0 0.0 0.0
H -7.878 -2.774 -1.166 0.0 0.0 0.0
H -7.456 -2.388 -2.837 0.0 0.0 0.0
H -5.812 0.066 -0.366 0.0 -0.1 0.0
H -4.341 -0.671 0.303 0.1 0.0 0.0
H -5.915 -1.188 0.915 0.0 0.0 0.0
C 6.038 -1.028 -0.044 -0.1 0.0 -0.1
C 5.413 -1.557 -1.331 0.0 0.1 0.2
N 3.956 -1.432 -1.331 0.2 -0.1 0.0
C 3.213 -2.503 -0.936 0.0 0.1 -0.1
C 1.861 -2.521 -0.836 0.2 -0.1 0.2
C 1.198 -3.852 -0.447 0.0 -0.1 0.0
O 1.923 -4.848 -0.539 -0.1 0.1 0.1
O -0.013 -3.800 -0.088 0.4 -0.2 -0.2
C 1.148 -1.326 -1.142 0.8 -0.3 -0.1
O -0.069 -1.196 -1.111 -0.8 0.6 -0.1
C 1.932 -0.180 -1.582 0.4 0.1 -0.2
C 1.258 0.986 -1.935 -0.3 0.0 0.0
C 1.971 2.059 -2.379 0.0 -0.1 0.1
F 1.316 3.170 -2.773 -0.1 0.2 -0.1
C 3.364 2.042 -2.440 0.0 0.0 -0.1
C 4.035 0.892 -2.077 0.2 0.0 0.0
C 3.330 -0.247 -1.668 -0.1 0.0 0.1
N 4.140 3.153 -2.902 -0.1 0.1 -0.2
C 3.604 4.489 -2.684 0.2 -0.1 0.0
C 4.748 5.480 -2.781 -0.1 -0.1 0.2
N 5.336 5.364 -4.165 0.0 -0.2 0.1
C 5.831 3.965 -4.432 -0.1 -0.2 0.0
C 4.662 3.012 -4.255 -0.1 0.2 0.3
H 7.126 -1.105 -0.088 0.0 0.0 0.0
H 5.684 -1.611 0.808 0.0 0.0 0.0
H 5.766 0.017 0.122 0.0 0.0 0.0
H 5.647 -2.611 -1.453 0.0 -0.1 0.0
H 5.815 -1.037 -2.200 0.0 0.0 -0.1
H 3.754 -3.416 -0.717 0.0 0.0 0.0
H 0.168 1.017 -1.854 0.1 0.0 0.0
H 5.117 0.920 -2.099 0.0 -0.1 0.0
H 3.151 4.549 -1.698 0.0 0.0 0.1
H 2.832 4.763 -3.419 0.0 0.0 0.0
H 5.533 5.232 -2.070 0.1 0.0 0.0
H 4.416 6.505 -2.630 0.0 0.0 -0.1
H 6.077 6.046 -4.307 0.1 0.1 0.0
H 4.592 5.567 -4.835 0.0 0.1 -0.1
H 6.604 3.751 -3.699 0.0 0.1 0.0
H 6.247 3.926 -5.436 0.0 0.1 0.0
H 5.002 1.993 -4.410 0.0 0.0 0.0
H 3.893 3.231 -5.016 0.0 -0.1 0.0
```
Forces are in eV/Å.

Atomic partial charges in e from the Löwdin method, atoms 1 to 5:
1. Co 0.10
2. S 0.36
3. P 0.45
4. C -0.58
5. P 0.39